{"formula": "C18H20FN7O2S2", "method": "ωB97M-V with the def2-TZVPD basis set", "elements": ["C", "H", "H", "H", "C", "C", "N", "N", "C", "N", "C", "O", "C", "H", "H", "S", "C", "N", "N", "C", "N", "C", "H", "H", "H", "C", "N", "C", "O", "C", "C", "C", "C", "C", "C", "H", "H", "H", "H", "F", "H", "C", "H", "H", "H", "H", "H", "S", "H", "H"], "positions_angstrom": [[3.76916, 3.75776, 0.98206], [3.12826, 4.51748, 0.54029], [3.58958, 3.73208, 2.05413], [4.80596, 4.03424, 0.80985], [3.48207, 2.38997, 0.36244], [2.07502, 1.98494, 0.59209], [1.71122, 0.94617, 1.25388], [0.39163, 0.80367, 1.37158], [-0.26751, 1.75346, 0.79057], [-1.63112, 1.83111, 0.78594], [-2.31494, 2.56134, -0.14982], [-1.76826, 3.35323, -0.88051], [-3.79089, 2.23366, -0.20900], [-4.22589, 2.04805, 0.77069], [-4.32657, 3.01342, -0.74692], [-4.00841, 0.71145, -1.21308], [-3.31728, -0.42496, -0.08847], [-3.32422, -0.28222, 1.21640], [-2.56013, -1.25434, 1.72967], [-2.10117, -1.98024, 0.74910], [-2.56008, -1.49680, -0.44820], [-2.34874, -1.98443, -1.78232], [-2.39802, -1.14331, -2.47413], [-3.12495, -2.70485, -2.04830], [-1.37068, -2.46069, -1.85783], [-1.05555, -3.03141, 0.91475], [0.24370, -2.39078, 0.76316], [0.94239, -2.48007, -0.38906], [0.55097, -3.11259, -1.35326], [2.26878, -1.79558, -0.36326], [2.67472, -1.00089, -1.42920], [3.94127, -0.45086, -1.48903], [4.82890, -0.69811, -0.45685], [4.43947, -1.46795, 0.62681], [3.16918, -2.01162, 0.67343], [2.87262, -2.62879, 1.50756], [5.13043, -1.65046, 1.43529], [5.82535, -0.28493, -0.49994], [4.21609, 0.15317, -2.33948], [1.80593, -0.72312, -2.41819], [0.50302, -1.70033, 1.45506], [-1.16111, -3.68917, 2.28485], [-2.10608, -4.21748, 2.37044], [-0.34579, -4.39446, 2.42093], [-1.12099, -2.92794, 3.05856], [-1.12783, -3.77548, 0.11367], [-2.13719, 1.16277, 1.37205], [0.72527, 2.93773, -0.01332], [3.67065, 2.43223, -0.71280], [4.12712, 1.62782, 0.80120]], "homo_lumo_gap_ev": 9.432, "de_lowest_kcal_mol": 0.00, "mol_weight_g_mol": 449.54, "lumo_ev": 0.5, "e_tot_ev": -57905.1848}


{"formula": "C18H20I2MnN2OSeSi", "method": "ωB97M-V with the def2-TZVPD basis set", "elements": ["Mn", "I", "C", "C", "C", "I", "C", "C", "C", "C", "N", "C", "C", "O", "H", "H", "H", "H", "N", "C", "C", "C", "C", "C", "C", "H", "H", "H", "H", "H", "H", "H", "C", "Si", "C", "C", "Se", "H", "H", "H", "H", "H", "H", "H", "H", "H"], "positions_angstrom": [[-0.46393, 0.17939, -0.05278], [-0.60243, 5.36636, 0.66634], [-0.33430, 3.82336, 2.01697], [-0.19062, 4.12853, 3.38771], [-0.01382, 3.15864, 4.33347], [0.18358, 3.71119, 6.32636], [0.02514, 1.79373, 3.93505], [0.20029, 0.69322, 4.80320], [0.22339, -0.58372, 4.31673], [0.06383, -0.78226, 2.93411], [-0.10023, 0.22224, 2.10593], [-0.12053, 1.50249, 2.56623], [-0.30341, 2.51985, 1.55477], [-0.42166, 2.16998, 0.31169], [-0.22246, 5.16861, 3.68339], [0.31443, 0.87540, 5.86394], [0.35466, -1.43479, 4.96933], [0.06870, -1.77761, 2.50443], [1.41414, -0.39065, -1.12502], [2.02344, -1.31447, -0.21120], [1.49386, -2.59132, -0.07431], [2.01577, -3.43918, 0.89279], [3.04364, -3.01771, 1.72352], [3.55816, -1.73590, 1.58256], [3.05045, -0.88076, 0.61673], [2.02539, 0.38438, -1.35292], [1.09743, -0.82817, -1.98370], [0.67153, -2.91012, -0.70384], [1.60690, -4.43591, 0.99678], [3.44204, -3.68337, 2.47726], [4.35830, -1.39543, 2.22649], [3.44195, 0.12440, 0.51131], [-5.04135, -1.74091, 0.51085], [-3.98988, -0.39776, -0.25552], [-3.64542, 0.92478, 1.02564], [-4.89202, 0.35764, -1.70765], [-2.08438, -1.33456, -0.99367], [-6.03849, -1.36936, 0.76123], [-4.57989, -2.12223, 1.42388], [-5.15680, -2.57935, -0.17902], [-4.56428, 1.39566, 1.38244], [-3.00110, 1.70746, 0.61377], [-3.13546, 0.48884, 1.89004], [-5.89425, 0.68988, -1.42343], [-4.99174, -0.36937, -2.51592], [-4.34467, 1.21766, -2.09796]], "homo_lumo_gap_ev": [7.386, 7.397], "mol_weight_g_mol": 696.16, "multiplicity": 6, "lumo_ev": [-0.2, -0.3], "e_tot_ev": -144768.3734}


{"formula": "C18H20N2O3S", "method": "ωB97M-V with the def2-TZVPD basis set", "elements": ["C", "H", "H", "H", "C", "N", "C", "O", "C", "C", "C", "C", "C", "C", "C", "H", "H", "S", "O", "O", "N", "H", "C", "H", "C", "C", "C", "C", "C", "C", "C", "H", "H", "H", "H", "H", "H", "H", "H", "H", "H", "H", "H", "H"], "positions_angstrom": [[5.00448, 2.24884, -1.53804], [4.65186, 2.50346, -0.54127], [5.78141, 2.95155, -1.82564], [5.43201, 1.24970, -1.51088], [3.86086, 2.29890, -2.54688], [2.79932, 1.38591, -2.19518], [2.65311, 0.15144, -2.78427], [3.36120, -0.27561, -3.66210], [1.45695, -0.52790, -2.13300], [0.99998, 0.48158, -1.13320], [-0.03988, 0.46108, -0.23411], [-0.21809, 1.57575, 0.57332], [0.60750, 2.67999, 0.49550], [1.66095, 2.70921, -0.40830], [1.84543, 1.60099, -1.21960], [2.30421, 3.57191, -0.47252], [0.41360, 3.51101, 1.15473], [-1.58838, 1.57567, 1.71485], [-2.82233, 1.55696, 0.98877], [-1.40234, 2.62327, 2.68307], [-1.35482, 0.06927, 2.44032], [-0.52652, 0.15988, 3.01150], [-2.46989, -0.47500, 3.20665], [-2.06949, -1.27599, 3.83372], [-3.54581, -1.03959, 2.27196], [-2.94779, -1.99140, 1.27485], [-2.83125, -1.62431, -0.05946], [-2.25079, -2.48318, -0.97841], [-1.77962, -3.72022, -0.57334], [-1.89790, -4.09676, 0.75400], [-2.47883, -3.23813, 1.67022], [-2.57517, -3.54258, 2.70302], [-1.53914, -5.06424, 1.07461], [-1.32731, -4.39103, -1.28912], [-2.16763, -2.18623, -2.01434], [-3.19504, -0.65558, -0.36980], [-4.02194, -0.21395, 1.74612], [-4.29186, -1.54997, 2.88583], [-2.91113, 0.29301, 3.85595], [-0.70649, -0.38012, -0.13720], [1.75689, -1.47396, -1.67983], [0.69944, -0.75447, -2.88467], [4.22117, 1.99131, -3.53203], [3.44907, 3.30955, -2.61579]], "homo_lumo_gap_ev": 9.299, "de_lowest_kcal_mol": 22.20, "mol_weight_g_mol": 344.44, "lumo_ev": 0.6, "e_tot_ev": -38949.2387}


{"formula": "C18H20N2O3S", "method": "ωB97M-V with the def2-TZVPD basis set", "elements": ["C", "O", "C", "C", "H", "H", "C", "N", "C", "O", "N", "C", "C", "C", "O", "S", "C", "C", "H", "H", "C", "C", "C", "C", "C", "C", "C", "C", "H", "H", "H", "H", "H", "H", "H", "H", "H", "H", "H", "H", "H", "H", "H", "H"], "positions_angstrom": [[1.52128, -5.12535, 2.14752], [1.21002, -4.40008, 3.31625], [0.70470, -3.10582, 3.09848], [-0.71488, -3.06406, 2.50771], [-1.22562, -3.99129, 2.77096], [-1.26996, -2.23972, 2.95673], [-0.76494, -2.89386, 0.98771], [-0.20607, -1.61300, 0.56326], [-1.00196, -0.50628, 0.78144], [-2.10586, -0.60767, 1.27566], [-0.49633, 0.72137, 0.40141], [0.75267, 0.83110, -0.14639], [1.50874, -0.30404, -0.37321], [1.05518, -1.62445, -0.03806], [1.66263, -2.65728, -0.23187], [3.04310, 0.06820, -1.07712], [2.65590, 1.73841, -1.05492], [1.42643, 2.01146, -0.54221], [1.02134, 3.00152, -0.46131], [3.36987, 2.44564, -1.42827], [-1.32707, 1.89750, 0.61235], [-1.57827, 2.70498, -0.63553], [-1.34120, 4.07484, -0.59488], [-1.56394, 4.87532, -1.69921], [-2.02613, 4.30311, -2.87094], [-2.27629, 2.94463, -2.91585], [-2.06814, 2.12836, -1.80976], [-2.37608, 0.66536, -1.91085], [-2.86314, 0.29945, -1.00967], [-1.46198, 0.08906, -2.06228], [-3.03094, 0.47740, -2.75850], [-2.64981, 2.50224, -3.82813], [-2.19895, 4.91398, -3.74412], [-1.37618, 5.93695, -1.64444], [-0.98244, 4.52211, 0.32247], [-2.27303, 1.52299, 1.01854], [-0.85391, 2.53034, 1.37077], [-0.18732, -3.66459, 0.47760], [-1.80685, -2.92744, 0.65944], [0.69891, -2.65178, 4.09308], [1.39681, -2.53533, 2.46151], [2.05350, -4.50356, 1.42080], [0.62128, -5.53751, 1.67698], [2.16214, -5.94832, 2.46101]], "homo_lumo_gap_ev": 9.021, "de_lowest_kcal_mol": 11.06, "mol_weight_g_mol": 344.44, "lumo_ev": 0.2, "e_tot_ev": -38949.7218}


{"formula": "C18H20N2O4", "method": "ωB97M-V with the def2-TZVPD basis set", "elements": ["O", "C", "N", "C", "O", "C", "C", "C", "C", "C", "N", "C", "C", "C", "C", "C", "C", "C", "O", "C", "C", "C", "C", "H", "H", "H", "H", "H", "H", "H", "H", "H", "H", "H", "H", "H", "H", "H", "H", "H", "H", "O", "H", "H"], "positions_angstrom": [[5.77539, 1.43668, -0.66585], [4.80256, 1.15170, -0.04527], [4.34475, 1.80104, 1.13003], [3.10893, 1.20304, 1.53584], [2.48588, 1.58669, 2.47642], [2.79037, 0.12537, 0.56302], [1.70009, -0.74508, 0.51880], [0.61609, -0.65195, 1.57209], [-0.32210, -1.86451, 1.74780], [-1.81729, -1.44638, 1.82214], [-2.61800, -1.63803, 0.62304], [-2.06701, -0.97754, -0.55695], [-1.90683, 0.52745, -0.49135], [-0.89581, 1.06930, -1.29598], [-0.62965, 2.43099, -1.37599], [-1.39059, 3.30702, -0.61545], [-2.41252, 2.80027, 0.17567], [-2.67943, 1.43098, 0.24298], [-3.76297, 1.01083, 0.99512], [1.69092, -1.63886, -0.55766], [2.71027, -1.67120, -1.51163], [3.78707, -0.79823, -1.42805], [3.80276, 0.10376, -0.37890], [5.03505, 1.74424, 1.87315], [1.12498, -0.45602, 2.51000], [0.05052, 0.25486, 1.35782], [-0.15904, -2.63871, 1.00482], [-0.07986, -2.31198, 2.70893], [-1.85078, -0.41472, 2.15733], [-2.28920, -2.03769, 2.60566], [-2.62204, -2.62864, 0.41275], [-1.09495, -1.38746, -0.84998], [-2.74108, -1.17993, -1.38980], [-0.28755, 0.38736, -1.87746], [0.15918, 2.77967, -2.02288], [-1.22903, 4.37384, -0.63275], [-3.03553, 3.46739, 0.75380], [-3.60388, 1.27133, 1.90716], [0.88377, -2.34631, -0.65874], [2.64686, -2.39726, -2.30720], [4.57792, -0.81449, -2.16261], [-3.98183, -1.71085, -3.22057], [-4.90335, -1.94281, -3.37356], [-3.94731, -0.75927, -3.36638]], "homo_lumo_gap_ev": 8.461, "de_lowest_kcal_mol": 32.99, "mol_weight_g_mol": 328.37, "lumo_ev": -0.3, "e_tot_ev": -30160.9559}


{"formula": "C18H20N2O4", "method": "ωB97M-V with the def2-TZVPD basis set", "elements": ["C", "H", "O", "C", "C", "C", "C", "C", "C", "H", "H", "O", "C", "C", "O", "N", "N", "C", "C", "C", "C", "C", "C", "C", "H", "H", "O", "C", "H", "H", "H", "H", "H", "C", "H", "H", "H", "H", "H", "H", "H", "H", "H", "H"], "positions_angstrom": [[5.89373, 3.64512, -0.11040], [5.38748, 3.97811, 0.80177], [5.05116, 2.85389, -0.91079], [4.57659, 1.68330, -0.39460], [4.85699, 1.19893, 0.87879], [4.32141, -0.00600, 1.29296], [3.49918, -0.74814, 0.45364], [3.20898, -0.26319, -0.81654], [3.74714, 0.93880, -1.23056], [3.52913, 1.32434, -2.21347], [2.56149, -0.80339, -1.48879], [3.01358, -1.92676, 0.97493], [2.34567, -2.80746, 0.10399], [0.93195, -2.35823, -0.29680], [0.43140, -2.68478, -1.35371], [0.35162, -1.59546, 0.65641], [-0.82463, -0.89173, 0.57222], [-1.91393, -1.44530, 0.19633], [-3.07348, -0.55407, 0.09126], [-3.09912, 0.65075, 0.79113], [-4.17752, 1.50905, 0.71037], [-5.26584, 1.18399, -0.09532], [-5.24075, -0.01314, -0.81420], [-4.16636, -0.86821, -0.71937], [-4.16777, -1.77475, -1.30420], [-6.08368, -0.24688, -1.44533], [-6.37910, 1.94730, -0.25184], [-6.45822, 3.17492, 0.43161], [-6.42781, 3.03363, 1.51680], [-7.41832, 3.60600, 0.15229], [-5.65522, 3.85503, 0.13027], [-4.16057, 2.42717, 1.27642], [-2.25412, 0.90259, 1.41173], [-2.09361, -2.90280, -0.09089], [-3.12157, -3.20930, 0.08115], [-1.43365, -3.48263, 0.55498], [-1.80919, -3.12466, -1.11949], [0.96685, -1.21889, 1.37016], [2.92272, -2.99662, -0.80877], [2.25607, -3.74856, 0.65727], [4.53652, -0.39013, 2.27774], [5.49154, 1.74518, 1.55820], [6.14657, 4.51309, -0.71742], [6.81229, 3.11256, 0.15757]], "homo_lumo_gap_ev": 8.888, "de_lowest_kcal_mol": 73.63, "mol_weight_g_mol": 328.37, "lumo_ev": 0.8, "e_tot_ev": -30159.1933}


Repeat the fifth record exactly.
{"formula": "C18H20N2O4", "method": "ωB97M-V with the def2-TZVPD basis set", "elements": ["O", "C", "N", "C", "O", "C", "C", "C", "C", "C", "N", "C", "C", "C", "C", "C", "C", "C", "O", "C", "C", "C", "C", "H", "H", "H", "H", "H", "H", "H", "H", "H", "H", "H", "H", "H", "H", "H", "H", "H", "H", "O", "H", "H"], "positions_angstrom": [[5.77539, 1.43668, -0.66585], [4.80256, 1.15170, -0.04527], [4.34475, 1.80104, 1.13003], [3.10893, 1.20304, 1.53584], [2.48588, 1.58669, 2.47642], [2.79037, 0.12537, 0.56302], [1.70009, -0.74508, 0.51880], [0.61609, -0.65195, 1.57209], [-0.32210, -1.86451, 1.74780], [-1.81729, -1.44638, 1.82214], [-2.61800, -1.63803, 0.62304], [-2.06701, -0.97754, -0.55695], [-1.90683, 0.52745, -0.49135], [-0.89581, 1.06930, -1.29598], [-0.62965, 2.43099, -1.37599], [-1.39059, 3.30702, -0.61545], [-2.41252, 2.80027, 0.17567], [-2.67943, 1.43098, 0.24298], [-3.76297, 1.01083, 0.99512], [1.69092, -1.63886, -0.55766], [2.71027, -1.67120, -1.51163], [3.78707, -0.79823, -1.42805], [3.80276, 0.10376, -0.37890], [5.03505, 1.74424, 1.87315], [1.12498, -0.45602, 2.51000], [0.05052, 0.25486, 1.35782], [-0.15904, -2.63871, 1.00482], [-0.07986, -2.31198, 2.70893], [-1.85078, -0.41472, 2.15733], [-2.28920, -2.03769, 2.60566], [-2.62204, -2.62864, 0.41275], [-1.09495, -1.38746, -0.84998], [-2.74108, -1.17993, -1.38980], [-0.28755, 0.38736, -1.87746], [0.15918, 2.77967, -2.02288], [-1.22903, 4.37384, -0.63275], [-3.03553, 3.46739, 0.75380], [-3.60388, 1.27133, 1.90716], [0.88377, -2.34631, -0.65874], [2.64686, -2.39726, -2.30720], [4.57792, -0.81449, -2.16261], [-3.98183, -1.71085, -3.22057], [-4.90335, -1.94281, -3.37356], [-3.94731, -0.75927, -3.36638]], "homo_lumo_gap_ev": 8.461, "de_lowest_kcal_mol": 32.99, "mol_weight_g_mol": 328.37, "lumo_ev": -0.3, "e_tot_ev": -30160.9559}